{
  "formula": "C2H2N2O2S",
  "method": "wB97M-V/def2-TZVPD",
  "lumo_ev": -1.40,
  "homo_energy_ev": -10.485,
  "orbital_gap_ev": 9.085,
  "elements": ["C", "C", "N", "N", "O", "O", "S", "H", "H"],
  "coordinates": [[-0.6122, 1.2869, -0.5126], [-0.2882, -0.0237, -0.1419], [-0.9649, 2.2808, -0.8581], [1.1333, -0.2938, 0.0519], [1.8473, 0.6304, -0.1575], [1.4067, -1.4234, 0.3299], [-1.5693, -0.5868, 0.9795], [-0.2158, -0.6794, -1.6535], [-0.7367, -1.1910, 1.9623]]
}

{
  "formula": "C2H2N2O3",
  "method": "wB97M-V/def2-TZVPD",
  "lumo_ev": [7.00, 7.00],
  "total_charge": -2,
  "homo_energy_ev": [1.075, 1.075],
  "orbital_gap_ev": [5.924, 5.927],
  "elements": ["C", "C", "N", "N", "O", "O", "O", "H", "H"],
  "coordinates": [[-0.3069, 0.6269, 0.0106], [0.8207, -0.2428, -0.0150], [-1.5430, 0.2891, -0.0070], [2.0065, 0.2889, 0.0298], [-2.5432, 1.0752, 0.0054], [3.0808, -0.4774, 0.0013], [-2.0615, -1.9502, 0.0045], [-0.0773, 1.7058, 0.0423], [0.6239, -1.3156, -0.0718]]
}

{
  "formula": "C2H2N2O3",
  "method": "wB97M-V/def2-TZVPD",
  "lumo_ev": -0.64,
  "homo_energy_ev": -9.816,
  "orbital_gap_ev": 9.180,
  "elements": ["C", "C", "N", "N", "O", "O", "O", "H", "H"],
  "coordinates": [[0.9834, -0.8204, -0.9519], [-2.3884, -0.7124, 0.4395], [0.3968, 0.1086, -1.3612], [2.2292, 0.4130, 1.2107], [1.0426, 0.2663, 0.9446], [-2.4874, -1.7898, 0.7840], [-2.3777, 0.3404, -0.0254], [2.5132, 1.1669, 0.5052], [0.0882, 1.0275, -1.5454]]
}

{
  "formula": "C2H2N2O3",
  "method": "wB97M-V/def2-TZVPD",
  "lumo_ev": -1.05,
  "homo_energy_ev": -9.024,
  "orbital_gap_ev": 7.971,
  "elements": ["C", "C", "N", "N", "O", "O", "O", "H", "H"],
  "coordinates": [[-0.8502, 0.9517, 0.0373], [0.2788, -0.6044, 0.1237], [-1.8494, 0.2745, 0.0818], [1.5032, -0.1714, -0.0243], [-0.1826, 1.9585, 0.1805], [-0.3410, -1.6319, 0.1639], [-2.2647, -0.8653, 0.0096], [1.4672, 0.8548, -0.1961], [2.2386, -0.7666, -0.3765]]
}

{
  "formula": "C2H2N2O4",
  "method": "wB97M-V/def2-TZVPD",
  "lumo_ev": -0.89,
  "homo_energy_ev": -9.679,
  "orbital_gap_ev": 8.793,
  "elements": ["C", "C", "H", "H", "N", "N", "O", "O", "O", "O"],
  "coordinates": [[-0.8524, 0.3107, -0.6738], [-0.0329, -0.7575, -0.0963], [-1.5352, 0.7134, -2.1122], [1.4165, -0.9943, 2.5709], [-0.4538, 1.5494, -0.4613], [0.5831, 0.0023, 0.8411], [-1.4791, -0.1916, -1.6568], [0.5564, 1.4547, 0.3724], [1.7668, -0.1706, 1.5249], [0.0304, -1.9165, -0.3090]]
}

{
  "formula": "C2H2N2OS",
  "method": "wB97M-V/def2-TZVPD",
  "lumo_ev": -1.39,
  "homo_energy_ev": -10.259,
  "orbital_gap_ev": 8.867,
  "elements": ["C", "C", "N", "N", "O", "S", "H", "H"],
  "coordinates": [[1.5773, 0.5129, 0.0220], [0.2525, 0.1365, -0.3223], [2.6687, 0.7303, 0.3157], [-0.3212, -1.0019, 0.9430], [-1.9615, 0.2379, -1.7153], [-0.5793, 0.6722, -1.6340], [-0.2985, -0.1520, 1.6041], [-1.3380, -1.1358, 0.7869]]
}

{
  "formula": "C2H2N2OS",
  "method": "wB97M-V/def2-TZVPD",
  "lumo_ev": 0.70,
  "homo_energy_ev": -8.948,
  "orbital_gap_ev": 9.649,
  "elements": ["C", "C", "N", "N", "O", "S", "H", "H"],
  "coordinates": [[-1.9244, 0.3588, 1.0660], [2.6160, 0.3453, -0.2811], [-0.8679, -0.2624, -0.9725], [-1.3788, -0.0850, 0.1546], [2.5917, 1.3610, 0.2617], [2.4770, -1.1029, -0.7818], [-2.0511, 0.1998, 2.1016], [-1.4624, -0.8147, -1.5486]]
}

{
  "formula": "C2H2N2OS",
  "method": "wB97M-V/def2-TZVPD",
  "lumo_ev": 0.13,
  "homo_energy_ev": -9.673,
  "smiles": "N#CC(=O)NS",
  "orbital_gap_ev": 9.802,
  "elements": ["C", "C", "H", "H", "N", "N", "O", "S"],
  "coordinates": [[0.5454, 0.3772, 0.0408], [1.9822, -0.0874, 0.0419], [-1.8116, 1.0141, 0.0381], [-0.0263, -1.5468, 0.3771], [-0.3837, -0.6473, 0.0704], [2.9889, -0.6473, -0.0983], [0.2814, 1.5664, 0.0093], [-2.1135, -0.2922, -0.0494]]
}

What is the formula in the seventh record? C2H2N2OS